Molecular formula: C34H20Br2F4N2OPPt
Method: DFT, ωB97M-V/def2-TZVPD

Geometry as ORCA input:
```
! RIJCOSX wB97M-V def2-TZVPD def2/J DEFGRID3
* xyz 1 1
F -3.906 -1.639 -0.692
C -3.023 1.654 0.512
H 4.848 2.781 -2.531
P -1.236 -0.498 -0.208
C -1.419 -1.092 -1.911
H -0.605 -0.221 5.020
H 0.793 -2.393 0.323
H 3.973 1.207 5.424
C -1.000 -4.135 2.601
C -2.297 -2.313 1.713
C -2.844 0.337 0.065
C 1.544 1.414 -3.974
C -1.237 -1.950 0.886
H -0.985 -3.805 -3.880
C 2.118 0.901 2.585
H -1.765 -2.199 -5.590
H 4.283 2.274 -0.447
C 2.432 0.857 3.954
H -0.786 -3.114 -1.534
Br 5.008 3.132 -5.451
C 0.196 0.094 4.367
C -5.417 1.450 0.292
C -1.663 -1.887 -4.560
N 0.886 0.510 2.117
H -0.911 -4.985 3.265
C 1.426 0.431 4.849
H -2.329 0.120 -4.939
C -3.993 -0.379 -0.266
O 0.732 0.889 -1.878
C 2.499 1.924 -4.805
H -3.004 -3.670 3.209
C -1.980 -0.584 -4.195
F -6.621 1.978 0.406
C -0.051 -2.685 0.938
C 1.724 1.373 -2.569
C 3.305 1.859 -0.676
H -3.219 -1.749 1.715
F -6.325 -0.572 -0.479
H 5.633 1.956 3.761
C 0.062 -3.779 1.781
Pt 0.728 0.631 0.089
H 0.982 -4.347 1.803
C -4.294 2.193 0.624
C -2.175 -3.398 2.569
F -4.477 3.436 1.049
H 0.615 1.018 -4.361
H -1.001 -0.124 2.587
C 3.725 1.246 4.371
C -1.851 -0.184 -2.876
H -2.086 0.838 -2.603
C -0.036 0.147 2.985
N 2.593 1.399 0.307
H 5.073 2.068 1.389
C -5.265 0.153 -0.159
C 3.920 2.400 -2.939
Br -1.615 2.824 0.964
C 3.705 2.429 -4.280
H 1.642 0.389 5.909
C 3.066 1.367 1.643
C -1.104 -2.394 -2.276
C -1.224 -2.788 -3.601
C 4.314 1.728 2.079
H 2.336 1.943 -5.874
C 4.640 1.663 3.448
C 2.946 1.871 -2.048
*
```

Results
- calculated total energy (hartree) = -7500.42757
- HOMO level (eV) = -10.512
- maximum force (eV Å⁻¹) = 0.16